Computed, not measured: the molecule C15H19N3O2S, with ωB97M-V with the def2-TZVPD basis set.

Calculated values
- energy (a.u.) = -1295.47752
- max |F| (eV/Å) = 13.95
- SMILES = CCOCCC(=O)Nc1nnc(CCc2ccccc2)s1
- HOMO energy (Ha) = -0.3188
- HOMO-LUMO gap (eV) = 8.99

Atoms and positions in Å:
C  -3.22  1.83  -1.64
C  -2.15  2.10  -0.59
O  -2.14  1.20  0.38
C  -3.29  1.15  1.33
C  -3.68  -0.41  1.69
C  -4.45  -1.07  0.78
O  -5.69  -1.22  0.83
N  -3.64  -1.48  -0.40
C  -2.33  -1.44  -0.63
N  -1.79  -1.50  -1.76
N  -0.57  -1.29  -1.81
C  -0.01  -1.45  -0.81
C  1.59  -1.70  -0.64
C  1.96  -0.16  0.05
C  3.55  -0.28  0.18
C  4.34  0.08  -0.86
C  5.85  0.22  -0.83
C  6.25  -0.12  0.60
C  5.39  -0.43  1.46
C  3.94  -0.30  1.53
S  -0.97  -1.60  0.74
H  -3.00  0.91  -1.95
H  -3.24  2.67  -2.44
H  -4.41  1.87  -1.27
H  -1.23  2.33  -0.92
H  -2.49  3.10  -0.30
H  -3.04  1.66  2.19
H  -4.27  1.58  0.93
H  -4.44  -0.18  2.55
H  -2.77  -0.70  2.20
H  -4.15  -1.70  -1.13
H  2.06  -1.69  -1.44
H  1.85  -2.27  0.10
H  1.78  0.76  -0.88
H  1.44  0.10  0.96
H  3.97  0.17  -1.92
H  6.48  0.33  -1.61
H  7.35  -0.02  0.38
H  5.78  -0.59  2.70
H  3.40  -0.48  2.26

Here are the natural (NBO) charges for atoms 1 to 5, given in e: number 1, C, carries -0.6111; number 2, C, carries -0.0593; number 3, O, carries -0.5479; number 4, C, carries -0.0193; number 5, C, carries -0.5802


Computed, not measured: C15H19N3O3Ru as an isolated structure, with ωB97M-V with the def2-TZVPD basis set.

Calculated values
- energy (a.u.) = -1065.85883
- max |F| (eV/Å) = 7.28
- charge = +4
- HOMO energy (spin up / spin down) (Ha) = -0.7633 / -0.7619
- HOMO-LUMO gap (spin up / spin down) (eV) = 8.67 / 2.09
- 2S+1 = 5

Atoms and positions in Å:
N  -0.04  4.15  1.09
C  0.01  5.30  0.93
C  0.13  6.75  0.75
H  -0.86  7.20  0.58
H  0.80  6.96  -0.10
H  0.56  7.20  1.66
N  3.50  -3.16  0.53
C  4.37  -3.29  -0.22
C  5.57  -3.62  -0.98
H  5.80  -2.84  -1.73
H  5.44  -4.59  -1.47
H  6.41  -3.69  -0.28
N  -3.16  -3.70  -0.26
C  -4.10  -3.12  0.13
C  -5.27  -2.42  0.64
H  -5.59  -2.85  1.60
H  -6.09  -2.50  -0.08
H  -5.04  -1.35  0.79
Ru  0.75  -0.57  -0.38
C  0.35  -1.82  1.03
O  0.13  -2.56  1.89
C  2.01  0.08  0.91
O  2.73  0.51  1.72
C  0.97  0.95  -1.83
C  -0.35  0.96  -1.34
C  -1.10  -0.22  -1.32
C  -0.59  -1.39  -1.89
C  0.71  -1.39  -2.39
C  1.51  -0.24  -2.33
H  1.61  1.80  -1.71
H  -0.74  1.85  -0.87
H  -2.02  -0.28  -0.75
H  -1.17  -2.31  -1.88
H  1.14  -2.31  -2.77
H  2.54  -0.29  -2.67
C  -1.59  0.97  2.40
O  -2.40  1.08  1.22
H  -2.07  1.47  3.26
H  -0.60  1.43  2.26
H  -1.48  -0.11  2.59
H  -2.77  1.97  1.23

Here are the natural (NBO) charges for atoms 1 to 5, given in e: number 1, N, carries -0.0704; number 2, C, carries 0.6090; number 3, C, carries -0.7625; number 4, H, carries 0.3642; number 5, H, carries 0.3459


Computed, not measured: the molecule C15H19N3O3S2, with ωB97M-V with the def2-TZVPD basis set.

Calculated values
- energy (a.u.) = -1768.76848
- max |F| (eV/Å) = 17.08
- SMILES = CC(C)(C)c1nnc(NC(=O)CCS(=O)(=O)c2ccccc2)s1
- HOMO energy (Ha) = -0.3121
- HOMO-LUMO gap (eV) = 7.92

Atoms and positions in Å:
C  -4.03  -0.11  -0.90
C  -3.21  -0.51  0.13
C  -4.04  0.08  1.52
C  -2.90  -1.77  0.44
C  -2.03  0.37  0.21
N  -0.89  -0.16  0.25
N  0.16  0.87  -0.16
C  -0.29  2.10  -0.15
N  0.57  3.15  -0.18
C  1.83  3.55  -0.41
O  2.23  4.56  -0.62
C  2.72  1.90  -0.68
C  3.07  1.62  0.84
S  4.01  -0.19  0.63
O  4.37  -0.53  1.95
O  5.08  0.29  -0.50
C  2.70  -1.12  0.07
C  1.85  -1.80  0.76
C  0.79  -2.54  0.53
C  0.76  -2.71  -0.94
C  1.55  -2.14  -1.71
C  2.60  -1.18  -1.65
S  -2.01  2.09  0.06
H  -4.18  0.93  -1.09
H  -4.84  -0.59  -0.94
H  -3.47  -0.46  -1.89
H  -4.23  1.40  1.46
H  -3.38  0.02  2.24
H  -4.92  -0.42  1.89
H  -3.91  -2.28  0.58
H  -2.22  -2.22  -0.28
H  -2.43  -1.91  1.55
H  0.07  4.12  -0.08
H  2.13  1.44  -1.16
H  3.58  2.29  -1.23
H  3.68  2.19  1.24
H  2.10  1.24  1.51
H  2.08  -1.67  1.98
H  0.17  -3.18  1.17
H  0.03  -3.32  -1.39
H  1.51  -2.53  -2.95
H  3.38  -0.83  -2.09

Here are the natural (NBO) charges for atoms 1 to 5, given in e: number 1, C, carries -0.5627; number 2, C, carries -0.1346; number 3, C, carries -0.5587; number 4, C, carries -0.5886; number 5, C, carries 0.1073


Computed, not measured: the molecule C15H19N3O5, with ωB97M-V with the def2-TZVPD basis set.

Calculated values
- energy (a.u.) = -1122.95810
- max |F| (eV/Å) = 15.83
- SMILES = CCOC(=O)C1CCN(c2ccc(C(N)=O)cc2[N+](=O)[O-])CC1
- HOMO energy (Ha) = -0.3001
- HOMO-LUMO gap (eV) = 7.74

Atoms and positions in Å:
C  4.25  -2.72  1.69
C  2.81  -3.40  1.33
O  1.86  -2.68  1.35
C  1.47  -2.26  2.75
O  1.99  -2.70  3.79
C  0.21  -1.31  2.71
C  0.86  0.05  2.37
C  0.76  0.26  0.95
N  -0.50  0.40  0.26
C  -0.96  1.23  -0.62
C  -0.01  1.30  -1.75
C  -0.20  1.99  -2.86
C  -1.53  2.31  -3.32
C  -2.02  2.94  -4.37
N  -1.40  2.54  -5.62
O  -3.31  3.38  -4.58
C  -2.48  2.17  -2.17
C  -2.38  1.66  -0.96
N  -3.17  1.85  0.17
O  -2.84  1.94  1.20
O  -4.32  1.73  -0.03
C  -1.62  -0.29  1.26
C  -0.87  -1.67  1.69
H  4.28  -2.41  2.91
H  5.12  -3.38  1.51
H  4.52  -1.87  1.23
H  2.67  -3.80  0.37
H  2.70  -4.28  2.10
H  -0.15  -1.13  3.79
H  1.94  0.21  2.62
H  0.24  0.97  3.03
H  1.24  1.20  0.53
H  1.44  -0.22  0.43
H  1.11  1.22  -1.57
H  0.57  2.14  -3.60
H  -0.52  1.75  -5.67
H  -1.80  2.83  -6.41
H  -3.65  2.52  -2.25
H  -1.84  0.29  2.03
H  -2.50  -0.46  0.69
H  -1.63  -2.13  2.21
H  -0.33  -2.14  0.80

Here are the natural (NBO) charges for atoms 1 to 5, given in e: number 1, C, carries -0.6562; number 2, C, carries -0.0318; number 3, O, carries -0.5237; number 4, C, carries 0.8004; number 5, O, carries -0.5443


Look up the max |F| of the second one. 7.28 eV/Å


The lowest max |F| belongs to which entry? C15H19N3O3Ru


Among the records above, which one has the highest max |F|? C15H19N3O3S2


energy of number 1 (C15H19N3O2S)? -1295.47752 a.u.